Arrangement w

ORCA calculation (the ωB97M-V functional and the def2-TZVPD basis) on the ion C4H14N3 with charge +1.

Computed properties:
SMILES   C[C@](N)(CN)C[NH3+]
E_HOMO   -13.151 eV
Frontier orbital gap   9.99 eV
Net charge   +1

Each atom is followed by the atoms it is bonded to, with distances in Å.
CARTESIAN COORDINATES (ANGSTROEM)
1 C 0.9916 -0.7779 1.2697  C4 1.554, H8 1.070, H9 1.082, H10 1.097
2 C 0.6303 -0.1715 -1.3015  C4 1.650, N5 1.418, H11 1.038, H12 1.069
3 C -1.3010 0.1201 0.3260  C4 1.588, N7 1.500, H13 1.185, H14 1.081
4 C -0.0168 -0.7825 0.0876  C1 1.554, C2 1.650, C3 1.588, N6 1.436
5 N 0.9930 1.1862 -1.1116  C2 1.418, H15 1.060, H16 1.066
6 N -0.4590 -2.1310 -0.1334  C4 1.436, H17 0.960, H18 1.013
7 N -1.0499 1.5976 0.3956  C3 1.500, H19 1.111, H20 1.171, H21 1.039
8 H 0.3409 -0.7220 2.1178  C1 1.070
9 H 1.4930 -1.7095 1.0446  C1 1.082
10 H 1.7155 0.0464 1.2515  C1 1.097
11 H 1.4940 -0.6550 -1.6141  C2 1.038
12 H -0.1466 -0.4181 -1.9929  C2 1.069
13 H -1.8664 -0.3655 1.2475  C3 1.185
14 H -2.0389 0.0589 -0.4619  C3 1.081
15 H 0.8567 1.6001 -2.0774  N5 1.060
16 H 1.9834 1.3956 -0.7767  N5 1.066
17 H -0.5269 -2.6015 0.7005  N6 0.960
18 H 0.0659 -2.5521 -0.8911  N6 1.013
19 H -1.8118 2.2771 -0.0426  N7 1.111
20 H -0.1209 1.7299 -0.3049  N7 1.171
21 H -0.9381 1.9799 1.3555  N7 1.039

---

Arrangement x

ORCA calculation (the ωB97M-V functional and the def2-TZVPD basis) on the ion C4H14N3 with charge +1.

Computed properties:
SMILES   C[C@H](N)[N@@H+](C)CN
E_HOMO   -13.897 eV
Frontier orbital gap   10.93 eV
Net charge   +1

Each atom is followed by the atoms it is bonded to, with distances in Å.
CARTESIAN COORDINATES (ANGSTROEM)
1 C 1.7947 -0.3419 -0.9117  C4 1.553, H8 1.023, H9 1.159, H10 1.095
2 C -0.0166 -0.8892 1.6237  N7 1.484, H11 1.067, H12 1.113, H13 1.021
3 C -0.4264 1.2328 0.5894  N5 1.392, N7 1.529, H14 1.173, H15 1.006
4 C 0.3216 -0.8325 -0.9563  C1 1.553, N6 1.403, N7 1.636, H16 1.052
5 N -1.6416 1.7272 1.0550  C3 1.392, H17 1.024, H18 0.992
6 N -0.2338 -0.3282 -2.1421  C4 1.403, H19 0.970, H20 0.991
7 N -0.4839 -0.2774 0.3554  C2 1.484, C3 1.529, C4 1.636, H21 1.046
8 H 1.9738 0.2009 -1.7601  C1 1.023
9 H 2.5468 -1.2216 -0.8532  C1 1.159
10 H 1.9800 0.2427 -0.0050  C1 1.095
11 H 0.8356 -0.3945 2.0321  C2 1.067
12 H -0.8740 -0.7838 2.3261  C2 1.113
13 H 0.4342 -1.7633 1.3499  C2 1.021
14 H -0.1318 1.6013 -0.4844  C3 1.173
15 H 0.3652 1.3602 1.1969  C3 1.006
16 H 0.2921 -1.8286 -0.6188  C4 1.052
17 H -2.4356 1.7378 0.4086  N5 1.024
18 H -1.9216 1.3579 1.9320  N5 0.992
19 H -1.2015 -0.3093 -2.2015  N6 0.970
20 H 0.2210 0.1144 -2.9037  N6 0.991
21 H -1.3981 -0.6047 -0.0323  N7 1.046

---

Arrangement y

ORCA calculation (the ωB97M-V functional and the def2-TZVPD basis) on a cluster of 2 separate species, C4H14N3 in total.

Computed properties:
E_HOMO (alpha / beta)   -12.572 / -14.321 eV
Frontier orbital gap (alpha / beta)   6.35 / 10.71 eV
Net charge   +1

Each atom is followed by the atoms it is bonded to, with distances in Å.
CARTESIAN COORDINATES (ANGSTROEM)
1 C 1.1503 -0.4902 2.7391  C3 1.540, H8 1.109, H9 1.067, H10 1.043
2 C -2.6352 -0.3104 -2.2048  H11 1.064, H12 1.088, H13 1.086
3 C 1.3682 0.0097 1.2993  C1 1.540, C4 1.567, H14 1.054, H15 1.126
4 C -0.0015 -0.1022 0.5465  C3 1.567, N7 1.514, H16 1.040, H17 1.135
5 N -0.0482 1.6428 -1.0930  N7 1.411, H18 1.042, H19 1.010
6 N 1.0751 -0.2940 -1.6902  N7 1.411, H20 1.058, H21 0.928
7 N 0.0169 0.2434 -0.9276  C4 1.514, N5 1.411, N6 1.411
8 H 0.3516 0.0949 3.2393  C1 1.109
9 H 0.8518 -1.5146 2.7630  C1 1.067
10 H 1.9873 -0.2354 3.3067  C1 1.043
11 H -2.7433 0.3898 -1.4104  C2 1.064
12 H -3.4957 -0.8646 -2.5736  C2 1.088
13 H -1.6733 -0.7108 -2.5127  C2 1.086
14 H 2.2331 -0.4234 0.8817  C3 1.054
15 H 1.5446 1.1219 1.3192  C3 1.126
16 H -0.4050 -1.0020 0.8783  C4 1.040
17 H -0.6473 0.6782 1.0591  C4 1.135
18 H -0.0681 1.7601 -2.1280  N5 1.042
19 H -0.9432 1.9441 -0.7356  N5 1.010
20 H 1.6412 -1.0666 -1.2407  N6 1.058
21 H 1.2654 0.1156 -2.5014  N6 0.928

---

Calculated relative energies: arrangement w 0.0; arrangement x 62.4; arrangement y 462.0, given in kJ/mol